# 1
ORCA calculation (wB97M-V/def2-TZVPD) on a 9-piece molecular cluster, C49H52O17 overall in a non-equilibrium geometry.

```
118
Properties=species:S:1:pos:R:3:lowdin_charge:R:1
C 9.1947 -31.8457 37.1729 -0.180
O 8.7077 -31.5411 38.4179 -0.133
H 8.5345 -32.0419 36.4893 0.021
H 10.1009 -32.6231 37.3780 0.141
H 9.6022 -31.0092 36.7046 0.048
H 7.8236 -31.0562 38.3168 0.131
C 17.9020 -32.7810 35.6370 0.004
C 19.0458 -33.4695 35.2347 -0.030
C 18.9115 -34.5292 34.2453 -0.319
C 17.7173 -34.7745 33.6154 -0.009
C 16.6147 -34.0752 34.0006 -0.027
C 16.6313 -33.1098 34.9472 -0.315
O 15.5346 -32.3608 35.2116 0.021
O 20.0704 -35.0547 33.8655 0.058
H 18.2742 -31.8270 36.1358 0.132
H 20.0687 -33.4228 35.7746 0.139
H 17.6068 -35.4452 32.9322 0.062
H 15.5656 -34.0773 33.4972 0.162
H 15.3032 -31.7124 34.6155 0.041
H 20.8544 -34.6599 34.2606 0.106
C 13.9266 -29.3467 33.2594 -0.007
C 13.6872 -28.1904 34.0708 -0.024
C 12.9008 -28.3482 35.1550 -0.301
C 12.3655 -29.6352 35.6047 0.027
C 12.6284 -30.7321 34.8324 -0.011
C 13.4307 -30.5712 33.6752 -0.395
O 13.7703 -31.7035 33.0389 -0.003
O 12.5660 -27.1886 35.7282 0.090
H 14.8460 -29.5124 32.3707 0.193
H 14.1033 -27.2557 33.8070 0.106
H 11.7665 -29.7471 36.3671 0.048
H 12.1780 -31.5756 35.2687 0.104
H 13.4090 -32.5109 33.4925 0.134
H 12.1193 -27.4562 36.4448 -0.019
C 7.1746 -32.2009 41.9451 -0.028
C 7.6376 -30.9633 41.4469 0.013
C 7.2427 -29.8425 42.2509 -0.296
C 6.3083 -30.0582 43.4276 -0.033
C 5.8350 -31.2904 43.7131 -0.055
C 6.2432 -32.4137 42.9127 -0.335
O 5.7677 -33.6342 43.2558 0.070
O 7.8025 -28.6332 42.1561 0.008
H 7.5280 -33.0973 41.4765 0.116
H 8.4677 -30.9127 40.8242 0.062
H 5.9735 -29.1398 44.1158 0.148
H 5.3357 -31.4979 44.7260 0.139
H 5.6832 -33.8132 44.1383 0.054
H 7.1090 -27.9510 42.3948 0.139
C 11.0607 -36.5079 38.0072 0.009
C 11.6739 -35.6235 39.0226 0.073
C 13.1578 -35.5087 38.9651 -0.334
C 13.8905 -36.1963 38.0710 -0.020
C 13.2126 -37.0803 37.1285 -0.020
C 11.8886 -37.1922 37.1495 -0.407
O 11.3322 -38.0465 36.2389 0.006
O 13.7020 -34.6337 39.8444 0.015
H 10.0053 -36.6001 38.0074 0.095
H 11.0580 -35.1253 39.7067 0.077
H 14.9125 -35.8864 37.6534 0.132
H 13.9715 -37.6673 36.5078 0.143
H 10.3664 -37.8658 36.0092 0.140
H 14.4133 -34.0865 39.5099 0.064
C 7.9590 -26.0815 36.8244 -0.079
C 9.2876 -26.4514 36.8449 -0.019
C 9.8257 -27.1040 37.9988 -0.225
C 8.9270 -27.6212 39.0536 0.025
C 7.5823 -27.1804 38.9442 0.008
C 7.1385 -26.2831 37.8782 -0.268
O 5.7786 -25.9056 37.8907 0.025
O 11.1917 -27.3924 38.1342 -0.025
H 7.7797 -25.5285 35.9722 0.091
H 9.9099 -26.0761 35.9314 0.150
H 9.1850 -28.1317 39.9802 0.091
H 6.9112 -27.4989 39.6488 0.065
H 5.6010 -25.3514 37.1460 0.078
H 11.3401 -27.7992 39.0500 0.084
C 11.3771 -31.7219 44.0188 -0.025
C 11.6438 -30.3817 44.4964 -0.003
C 12.7110 -29.6895 43.9303 -0.323
C 13.5319 -30.2862 42.9472 0.004
C 13.1650 -31.6163 42.6071 -0.014
C 12.0830 -32.3227 43.0675 -0.330
O 11.9300 -33.6814 42.7373 0.074
O 12.9647 -28.3531 44.1763 0.096
H 10.5739 -32.1494 44.6821 0.135
H 10.8387 -29.8671 45.0722 0.124
H 14.2481 -29.5701 42.5823 0.121
H 13.9332 -32.2733 41.9698 0.165
H 12.3383 -33.9400 41.9888 0.003
H 12.2635 -28.0322 44.5320 -0.008
C 14.0869 -30.2727 38.3958 -0.015
C 13.6108 -29.1924 39.1468 -0.014
C 12.4527 -29.3274 39.9333 -0.281
C 11.6574 -30.4836 39.8982 -0.003
C 12.0975 -31.4791 39.0952 -0.027
C 13.2801 -31.4557 38.4364 -0.363
O 13.6369 -32.4753 37.6769 0.004
O 11.9988 -28.2575 40.7926 -0.005
H 15.0290 -30.1740 37.7313 0.145
H 14.3047 -28.2978 39.1899 0.145
H 10.7968 -30.3605 40.3289 0.062
H 11.4256 -32.3053 39.2139 0.114
H 14.5409 -32.5354 37.0746 0.185
H 11.9599 -28.4210 41.7126 0.055
C 17.2519 -31.0465 40.6239 0.030
C 16.8222 -31.8240 39.4642 0.022
C 16.9246 -33.2164 39.6561 -0.340
C 17.2788 -33.7693 40.8661 -0.026
C 17.7507 -33.0415 42.0151 0.003
C 17.6644 -31.6444 41.8887 -0.356
O 17.8414 -30.8302 42.9105 0.115
O 16.5314 -34.0660 38.6700 0.036
H 17.4589 -29.8654 40.5829 0.156
H 16.4426 -31.4021 38.6231 0.040
H 17.2448 -34.7940 41.0364 0.092
H 18.1346 -33.6023 42.9961 0.158
H 17.9515 -31.2382 43.6567 0.016
H 17.0695 -34.7523 38.4367 0.063
```

The calculation puts the frontier orbital gap at 0.29708 hartree. The multiplicity is 1. The total energy is -86450.6022 eV. Its HOMO energy is -0.2817 Ha.

---

# 2
ORCA calculation (wB97M-V/def2-TZVPD) on C49H53BCuF4N2P2SSbTe as an isolated structure.

```
115
Properties=species:S:1:pos:R:3:lowdin_spin:R:1
Cu 0.9080 0.6407 1.6235 0.036
C 2.7779 -0.1280 -0.8495 -0.001
C 3.5363 -0.1872 0.4454 0.000
C 4.9079 -0.5295 0.4666 0.000
C 5.5696 -0.5490 1.6541 0.000
C 4.8950 -0.2333 2.8531 0.000
C 5.5458 -0.2459 4.1079 0.000
C 4.8231 0.0552 5.2269 0.000
C 3.4544 0.3691 5.1471 0.001
C 2.7587 0.3868 3.9498 0.002
S 1.0517 0.7322 3.8935 0.016
C 3.5208 0.0825 2.7646 0.000
N 2.8826 0.1012 1.5490 0.001
H 3.4318 -0.3075 -1.7034 0.000
H 2.3065 0.8528 -0.9544 -0.002
H 1.9696 -0.8651 -0.8578 0.002
H 5.4087 -0.7748 -0.4611 0.000
H 6.6211 -0.8129 1.6973 0.000
H 6.5996 -0.4940 4.1609 0.000
H 5.3067 0.0444 6.1972 0.000
H 2.9023 0.5986 6.0501 0.000
Te 0.7943 3.4622 -2.2582 0.040
C -0.7801 4.0792 -3.5248 0.030
C -1.0134 3.4657 -4.7475 0.004
C -2.1180 3.8646 -5.4884 0.000
N -2.9730 4.8104 -5.0969 0.002
C -2.7323 5.3945 -3.9220 0.001
C -1.6577 5.0699 -3.1042 0.006
C -0.4541 2.0861 -1.2446 0.530
P -0.7721 0.4151 -1.9012 0.125
C -2.5919 0.3514 -2.0630 0.033
C -3.2382 -0.8370 -1.7433 0.004
C -4.6152 -0.9487 -1.8919 0.001
C -5.3514 0.1271 -2.3624 0.001
C -4.7107 1.3172 -2.6951 0.001
C -3.3374 1.4270 -2.5462 0.008
C -0.2939 0.4019 -3.6816 0.005
C -1.2070 0.1615 -4.7086 0.003
C -0.7833 0.0496 -6.0282 0.000
C 0.5620 0.1701 -6.3451 0.004
C 1.4889 0.3604 -5.3264 0.000
C 1.0633 0.4555 -4.0106 0.003
P -0.3791 2.1447 0.5906 0.071
C 0.3827 3.7716 0.9993 0.000
C -0.3149 4.9777 0.9467 0.001
C 0.3171 6.1732 1.2481 0.000
C 1.6573 6.1808 1.6193 0.001
C 2.3560 4.9863 1.6956 0.000
C 1.7188 3.7889 1.3904 0.002
C -2.0797 2.4103 1.1859 0.022
C -3.0488 3.0290 0.4031 0.009
C -4.3221 3.2478 0.9107 0.001
C -4.6266 2.8512 2.2059 0.001
C -3.6573 2.2457 2.9933 0.000
C -2.3851 2.0275 2.4886 0.002
H -0.3620 2.6856 -5.1175 0.001
H -2.3272 3.3960 -6.4444 0.000
H -3.4364 6.1617 -3.6167 0.000
H -1.5152 5.5739 -2.1561 0.000
H -2.6697 -1.6674 -1.3404 0.001
H -5.1086 -1.8704 -1.6132 0.000
H -6.4273 0.0460 -2.4595 0.000
H -5.2791 2.1604 -3.0685 0.000
H -2.8368 2.3530 -2.8188 0.002
H -2.2601 0.0682 -4.4812 0.000
H -1.5105 -0.1390 -6.8086 0.000
H 0.8899 0.1006 -7.3748 0.000
H 2.5458 0.4184 -5.5561 0.000
H 1.7999 0.5605 -3.2230 0.000
H -1.3642 4.9803 0.6773 0.000
H -0.2378 7.1024 1.2011 0.000
H 2.1497 7.1157 1.8579 0.000
H 3.3932 4.9796 2.0066 0.000
H 2.2628 2.8537 1.4683 0.000
H -2.8099 3.3289 -0.6103 0.006
H -5.0740 3.7266 0.2945 0.000
H -5.6278 2.9951 2.5940 0.000
H -3.8973 1.9102 3.9938 0.000
H -1.6390 1.5217 3.0897 0.000
F -2.7568 -2.4493 1.3354 0.000
B -2.7460 -1.0785 1.7308 0.001
F -1.6948 -0.4620 0.9937 0.007
F -3.9656 -0.4748 1.4237 0.000
F -2.4712 -0.9842 3.1014 0.000
C 2.8422 -4.9114 0.4975 0.000
C 2.4708 -3.5617 1.1139 0.000
C 3.1967 -3.3534 2.4453 0.000
Sb 0.3613 -2.9925 1.4146 0.002
C -0.5328 -4.0243 -0.2805 0.000
C -0.5844 -5.5503 -0.2600 0.000
C 0.1120 -3.4791 -1.5548 0.004
C -0.0249 -4.2953 3.1274 0.001
C 0.5364 -5.7150 3.1022 0.000
C -1.5229 -4.3130 3.4368 0.000
H 3.9343 -4.9973 0.4047 0.000
H 2.4251 -5.0403 -0.5010 0.000
H 2.5050 -5.7501 1.1067 0.000
H 2.8127 -2.7846 0.4213 0.000
H 2.9704 -4.1570 3.1497 0.000
H 2.9142 -2.4156 2.9297 0.000
H 4.2850 -3.3383 2.3068 0.000
H -1.5587 -3.6553 -0.2275 0.000
H 0.4036 -6.0066 -0.1931 0.000
H -1.0567 -5.9233 -1.1791 0.000
H -1.1810 -5.9121 0.5783 0.000
H 1.1566 -3.7858 -1.6563 0.000
H 0.0845 -2.3851 -1.5790 0.005
H -0.4210 -3.8387 -2.4438 0.000
H 0.4811 -3.7346 3.9198 0.000
H 0.1150 -6.3076 2.2899 0.000
H 0.2819 -6.2249 4.0408 0.000
H 1.6199 -5.7390 3.0068 0.000
H -2.0941 -4.7798 2.6299 0.000
H -1.9252 -3.3091 3.5714 0.000
H -1.7060 -4.8862 4.3545 0.000
```

As for the total charge: -1. The calculation puts the frontier orbital gap (alpha / beta) at 0.23104 / 0.19364 hartree. The multiplicity is 2. The total energy is -154091.9714 eV. Its HOMO energy (alpha / beta) is -0.1637 / -0.1639 Ha.